1.
Computed, not measured: C42H55BClN12O5P2RbS3Se2 as an isolated structure, with ωB97M-V/def2-TZVPD.

Geometry (Å):
Rb (-1.385, 0.508, 0.527)
O (2.713, 0.896, 2.194)
C (1.392, 0.912, 2.341)
O (0.687, -0.055, 2.210)
C (0.815, 2.260, 2.700)
C (1.524, 3.252, 3.354)
C (0.831, 4.401, 3.719)
C (-0.516, 4.508, 3.428)
C (-1.142, 3.471, 2.735)
N (-0.474, 2.381, 2.387)
C (-2.655, 3.507, 2.417)
O (-3.323, 4.220, 3.192)
O (-3.039, 2.808, 1.456)
H (2.958, -0.031, 1.926)
H (2.575, 3.120, 3.568)
H (1.345, 5.200, 4.241)
H (-1.111, 5.360, 3.725)
C (3.155, 0.690, -1.740)
N (2.719, 0.510, -3.104)
C (3.056, -0.566, -3.906)
C (2.461, -0.353, -5.097)
N (1.776, 0.841, -5.040)
B (1.017, 1.459, -6.244)
N (-0.532, 1.312, -6.050)
C (-1.376, 2.396, -5.981)
C (-2.646, 1.951, -5.875)
N (-2.573, 0.569, -5.863)
C (-3.687, -0.335, -5.731)
C (-1.270, 0.182, -6.003)
S (-0.752, -1.424, -6.157)
C (1.932, 1.369, -3.804)
S (1.286, 2.810, -3.168)
H (4.156, 1.126, -1.705)
H (3.160, -0.274, -1.235)
H (2.465, 1.370, -1.246)
H (3.637, -1.390, -3.532)
H (2.418, -0.963, -5.980)
H (1.237, 2.645, -6.305)
H (1.360, 0.871, -7.248)
H (-0.981, 3.396, -5.962)
H (-3.577, 2.474, -5.745)
H (-4.444, 0.125, -5.095)
H (-3.324, -1.255, -5.276)
H (-4.120, -0.578, -6.704)
Se (0.999, -3.213, 3.673)
P (2.709, -3.579, 2.430)
Se (3.210, -2.197, 0.854)
C (4.195, -3.728, 3.493)
C (5.251, -4.565, 3.149)
C (6.398, -4.607, 3.929)
C (6.504, -3.806, 5.057)
C (5.454, -2.964, 5.402)
C (4.305, -2.929, 4.627)
C (2.563, -5.262, 1.731)
C (2.413, -6.336, 2.609)
C (2.272, -7.622, 2.120)
C (2.255, -7.845, 0.746)
C (2.382, -6.779, -0.127)
C (2.544, -5.488, 0.364)
H (5.182, -5.183, 2.262)
H (7.211, -5.267, 3.652)
H (7.400, -3.835, 5.665)
H (5.529, -2.335, 6.281)
H (3.472, -2.293, 4.901)
H (2.388, -6.149, 3.676)
H (2.158, -8.452, 2.809)
H (2.125, -8.849, 0.361)
H (2.329, -6.938, -1.196)
H (2.625, -4.647, -0.311)
C (-4.553, 1.497, 4.825)
N (-3.565, 0.527, 4.389)
C (-2.221, 0.756, 4.898)
P (-3.817, -0.747, 3.380)
O (-2.763, -0.893, 2.350)
N (-3.877, -2.111, 4.318)
C (-4.385, -2.101, 5.670)
C (-3.303, -3.374, 3.889)
N (-5.323, -0.513, 2.729)
C (-6.528, -1.164, 3.179)
C (-5.524, 0.616, 1.831)
H (-4.318, 2.493, 4.438)
H (-4.577, 1.538, 5.922)
H (-5.544, 1.209, 4.480)
H (-1.916, 1.785, 4.699)
H (-1.510, 0.092, 4.406)
H (-2.183, 0.586, 5.982)
H (-4.749, -1.109, 5.934)
H (-3.599, -2.377, 6.382)
H (-5.211, -2.814, 5.792)
H (-2.789, -3.250, 2.941)
H (-4.074, -4.147, 3.786)
H (-2.564, -3.718, 4.619)
H (-6.288, -2.068, 3.735)
H (-7.141, -1.449, 2.317)
H (-7.141, -0.510, 3.817)
H (-4.602, 1.183, 1.685)
H (-6.264, 1.311, 2.243)
H (-5.888, 0.266, 0.858)
Cl (-2.683, 4.770, -3.440)
C (-3.224, 3.243, -2.823)
C (-4.559, 3.053, -2.530)
C (-4.944, 1.811, -2.050)
C (-3.971, 0.842, -1.875)
N (-2.683, 1.036, -2.148)
C (-2.307, 2.217, -2.630)
H (-5.269, 3.857, -2.667)
H (-5.975, 1.607, -1.794)
H (-4.236, -0.136, -1.482)
H (-1.252, 2.361, -2.859)
C (-2.742, -4.853, -4.650)
C (-2.400, -5.795, -3.499)
C (-1.865, -5.089, -2.296)
N (-0.738, -5.365, -1.744)
N (-0.436, -4.583, -0.659)
C (-1.357, -3.703, -0.413)
N (-1.282, -2.741, 0.540)
S (-2.708, -3.781, -1.512)
H (-3.042, -5.417, -5.534)
H (-1.899, -4.215, -4.913)
H (-3.569, -4.190, -4.385)
H (-1.628, -6.507, -3.793)
H (-3.283, -6.378, -3.218)
H (-0.524, -2.808, 1.218)
H (-2.138, -2.343, 0.897)

Values from the calculation:
* HOMO: -0.09011 hartree
* largest force on an atom: 0.575 eV/A
* energy above the lowest of the compared OMol25 structures with the same formula, charge and spin: 11.2 kcal/mol
* gap between HOMO and LUMO: 5.583 eV
* net charge: -2

Atom charges from the Mulliken analysis, given in e for atoms 1 to 99: atom 1 (Rb): 0.410, atom 2 (O): -0.563, atom 3 (C): -0.010, atom 4 (O): 0.357, atom 5 (C): -0.145, atom 6 (C): -0.533, atom 7 (C): -0.515, atom 8 (C): -0.611, atom 9 (C): 0.043, atom 10 (N): 1.058, atom 11 (C): -0.047, atom 12 (O): -0.818, atom 13 (O): -0.411, atom 14 (H): -0.056, atom 15 (H): 0.516, atom 16 (H): 0.419, atom 17 (H): 0.511, atom 18 (C): -0.659, atom 19 (N): 0.337, atom 20 (C): -0.539, atom 21 (C): -0.549, atom 22 (N): 0.280, atom 23 (B): -0.275, atom 24 (N): 0.416, atom 25 (C): -0.625, atom 26 (C): -0.590, atom 27 (N): 0.393, atom 28 (C): -0.993, atom 29 (C): -0.091, atom 30 (S): -0.526, atom 31 (C): 0.029, atom 32 (S): -0.546, atom 33 (H): 0.258, atom 34 (H): 0.005, atom 35 (H): 0.214, atom 36 (H): 0.479, atom 37 (H): 0.457, atom 38 (H): -0.189, atom 39 (H): -0.179, atom 40 (H): 0.406, atom 41 (H): 0.559, atom 42 (H): 0.300, atom 43 (H): 0.309, atom 44 (H): 0.284, atom 45 (Se): -0.443, atom 46 (P): 1.043, atom 47 (Se): -0.432, atom 48 (C): 0.256, atom 49 (C): -0.383, atom 50 (C): -0.585, atom 51 (C): -0.391, atom 52 (C): -0.599, atom 53 (C): -0.359, atom 54 (C): 0.010, atom 55 (C): -0.366, atom 56 (C): -0.644, atom 57 (C): -0.404, atom 58 (C): -0.538, atom 59 (C): -0.280, atom 60 (H): 0.354, atom 61 (H): 0.371, atom 62 (H): 0.349, atom 63 (H): 0.374, atom 64 (H): 0.261, atom 65 (H): 0.342, atom 66 (H): 0.370, atom 67 (H): 0.353, atom 68 (H): 0.388, atom 69 (H): 0.191, atom 70 (C): -0.830, atom 71 (N): 0.975, atom 72 (C): -1.168, atom 73 (P): -0.952, atom 74 (O): 0.167, atom 75 (N): 0.717, atom 76 (C): -1.131, atom 77 (C): -0.730, atom 78 (N): 0.587, atom 79 (C): -1.060, atom 80 (C): -0.793, atom 81 (H): 0.070, atom 82 (H): 0.336, atom 83 (H): 0.219, atom 84 (H): 0.345, atom 85 (H): 0.215, atom 86 (H): 0.283, atom 87 (H): 0.268, atom 88 (H): 0.298, atom 89 (H): 0.388, atom 90 (H): 0.017, atom 91 (H): 0.156, atom 92 (H): 0.309, atom 93 (H): 0.276, atom 94 (H): 0.333, atom 95 (H): 0.286, atom 96 (H): -0.042, atom 97 (H): 0.323, atom 98 (H): 0.349, atom 99 (Cl): -0.235


2.
Computed, not measured: C42H55F5N2O6SeTaTe as an isolated structure, with ωB97M-V/def2-TZVPD.

Geometry (Å):
Ta (0.013, 0.161, -0.551)
C (2.774, -4.121, -6.714)
C (1.267, -3.877, -6.532)
C (0.517, -5.216, -6.559)
C (0.764, -3.022, -7.698)
C (1.048, -3.185, -5.185)
C (0.614, -1.867, -5.079)
C (0.445, -1.313, -3.825)
Se (-0.255, 0.455, -3.602)
C (1.406, 1.432, -3.584)
C (1.946, 1.895, -4.760)
C (3.166, 2.576, -4.738)
C (3.804, 2.685, -3.515)
C (3.293, 2.212, -2.297)
C (2.030, 1.647, -2.344)
O (1.300, 1.287, -1.252)
C (4.185, 2.340, -1.049)
C (4.300, 3.823, -0.668)
C (5.581, 1.782, -1.380)
C (3.676, 1.551, 0.160)
C (3.727, 3.172, -6.028)
C (5.082, 3.848, -5.808)
C (2.735, 4.227, -6.545)
C (3.896, 2.068, -7.080)
C (0.689, -2.029, -2.650)
O (0.441, -1.360, -1.485)
C (1.138, -3.343, -2.716)
C (1.304, -3.865, -4.000)
C (1.501, -4.246, -1.525)
C (3.018, -4.506, -1.580)
C (1.184, -3.649, -0.152)
C (0.741, -5.577, -1.641)
H (2.971, -4.550, -7.699)
H (3.160, -4.807, -5.956)
H (3.328, -3.182, -6.631)
H (0.688, -5.717, -7.515)
H (-0.559, -5.057, -6.443)
H (0.848, -5.889, -5.766)
H (0.835, -3.596, -8.624)
H (1.364, -2.116, -7.824)
H (-0.283, -2.736, -7.563)
H (0.418, -1.260, -5.952)
H (1.414, 1.720, -5.687)
H (4.771, 3.167, -3.483)
H (4.722, 4.414, -1.485)
H (4.951, 3.937, 0.203)
H (3.318, 4.240, -0.424)
H (6.106, 2.380, -2.125)
H (5.509, 0.755, -1.749)
H (6.192, 1.774, -0.474)
H (2.762, 1.976, 0.576)
H (4.438, 1.569, 0.942)
H (3.489, 0.507, -0.094)
H (5.010, 4.675, -5.096)
H (5.436, 4.258, -6.756)
H (5.833, 3.138, -5.451)
H (2.563, 4.996, -5.788)
H (1.773, 3.778, -6.804)
H (3.135, 4.711, -7.440)
H (4.605, 1.309, -6.737)
H (4.276, 2.495, -8.011)
H (2.948, 1.572, -7.305)
H (1.666, -4.883, -4.073)
H (3.570, -3.567, -1.484)
H (3.313, -4.980, -2.518)
H (3.314, -5.162, -0.758)
H (1.765, -2.748, 0.036)
H (1.458, -4.379, 0.612)
H (0.120, -3.427, -0.038)
H (1.000, -6.130, -2.545)
H (-0.338, -5.407, -1.642)
H (0.986, -6.210, -0.786)
O (2.849, -1.335, 1.911)
C (1.821, -0.737, 1.985)
O (1.074, -0.366, 0.937)
C (1.212, -0.271, 3.266)
C (1.504, -0.912, 4.452)
C (0.885, -0.458, 5.605)
C (0.033, 0.631, 5.527)
C (-0.185, 1.221, 4.291)
N (0.383, 0.771, 3.174)
H (2.197, -1.743, 4.453)
H (1.059, -0.953, 6.552)
H (-0.469, 1.017, 6.403)
H (-0.850, 2.070, 4.183)
O (-0.309, 1.764, 1.066)
C (0.139, 3.129, 1.198)
C (-0.717, 4.113, 0.437)
C (-0.830, 3.770, -1.057)
C (-2.026, 2.918, -1.349)
C (-3.275, 3.521, -1.560)
C (-4.402, 2.762, -1.752)
C (-4.270, 1.376, -1.814)
C (-3.015, 0.847, -1.646)
N (-1.900, 1.598, -1.382)
H (-0.031, 1.313, 1.922)
H (1.171, 3.199, 0.848)
H (0.118, 3.377, 2.259)
H (-0.245, 5.090, 0.549)
H (-1.709, 4.169, 0.890)
H (0.077, 3.266, -1.386)
H (-0.927, 4.687, -1.638)
H (-3.332, 4.602, -1.540)
H (-5.369, 3.230, -1.886)
H (-5.107, 0.721, -2.000)
H (-2.824, -0.187, -1.887)
F (-4.761, 0.376, 1.489)
Te (-3.051, -0.105, 0.954)
F (-2.230, 0.287, 2.580)
F (-3.015, 1.767, 0.991)
F (-3.344, -1.629, 1.965)
F (-4.063, -1.137, -0.237)
O (-1.546, -0.769, 0.114)

Values from the calculation:
* HOMO: -0.40611 hartree
* largest force on an atom: 4.412 eV/A
* energy above the lowest of the compared OMol25 structures with the same formula, charge and spin: 0.0 kcal/mol
* gap between HOMO and LUMO: 6.741 eV
* net charge: +1

Atom charges from the Mulliken analysis, given in e for atoms 1 to 99: atom 1 (Ta): 1.659, atom 2 (C): -1.561, atom 3 (C): 2.029, atom 4 (C): -1.632, atom 5 (C): -2.022, atom 6 (C): -0.496, atom 7 (C): -0.342, atom 8 (C): -0.203, atom 9 (Se): 0.244, atom 10 (C): 0.364, atom 11 (C): -0.805, atom 12 (C): -0.101, atom 13 (C): -0.405, atom 14 (C): -0.322, atom 15 (C): 0.184, atom 16 (O): 1.314, atom 17 (C): 2.288, atom 18 (C): -1.684, atom 19 (C): -1.850, atom 20 (C): -1.850, atom 21 (C): 2.000, atom 22 (C): -2.123, atom 23 (C): -1.606, atom 24 (C): -1.633, atom 25 (C): 0.554, atom 26 (O): -0.582, atom 27 (C): -0.134, atom 28 (C): -0.648, atom 29 (C): 2.174, atom 30 (C): -1.651, atom 31 (C): -2.099, atom 32 (C): -1.817, atom 33 (H): 0.458, atom 34 (H): 0.329, atom 35 (H): 0.325, atom 36 (H): 0.459, atom 37 (H): 0.372, atom 38 (H): 0.315, atom 39 (H): 0.443, atom 40 (H): 0.319, atom 41 (H): 0.407, atom 42 (H): 0.601, atom 43 (H): 0.530, atom 44 (H): 0.388, atom 45 (H): 0.354, atom 46 (H): 0.478, atom 47 (H): 0.232, atom 48 (H): 0.378, atom 49 (H): 0.373, atom 50 (H): 0.481, atom 51 (H): -0.189, atom 52 (H): 0.683, atom 53 (H): 0.224, atom 54 (H): 0.401, atom 55 (H): 0.442, atom 56 (H): 0.410, atom 57 (H): 0.356, atom 58 (H): 0.331, atom 59 (H): 0.452, atom 60 (H): 0.356, atom 61 (H): 0.465, atom 62 (H): 0.346, atom 63 (H): 0.396, atom 64 (H): 0.244, atom 65 (H): 0.363, atom 66 (H): 0.481, atom 67 (H): 0.113, atom 68 (H): 0.649, atom 69 (H): 0.312, atom 70 (H): 0.353, atom 71 (H): 0.377, atom 72 (H): 0.482, atom 73 (O): -0.574, atom 74 (C): 0.048, atom 75 (O): -0.428, atom 76 (C): 0.306, atom 77 (C): -0.875, atom 78 (C): -0.466, atom 79 (C): -0.854, atom 80 (C): -0.276, atom 81 (N): -0.388, atom 82 (H): 0.524, atom 83 (H): 0.458, atom 84 (H): 0.436, atom 85 (H): 0.444, atom 86 (O): 0.612, atom 87 (C): -0.110, atom 88 (C): -1.106, atom 89 (C): 0.161, atom 90 (C): 0.233, atom 91 (C): -0.940, atom 92 (C): -0.723, atom 93 (C): -0.793, atom 94 (C): -0.865, atom 95 (N): 1.029, atom 96 (H): 0.272, atom 97 (H): -0.231, atom 98 (H): 0.687, atom 99 (H): 0.619


Which formula does entry 2 have?
C42H55F5N2O6SeTaTe


What is the energy above the lowest of the compared OMol25 structures with the same formula, charge and spin in the first record?
11.2 kcal/mol


Which formula does entry 2 have?
C42H55F5N2O6SeTaTe